A 14-piece molecular cluster, C42H84O42 overall in a non-equilibrium geometry, computed with ωB97M-V with the def2-TZVPD basis set.

## Properties
- net charge = 0
- HOMO-LUMO gap (eV) = 10.5
- 2S+1 = 1
- molar mass (g/mol) = 1261.092

The geometry in XYZ format:
```
168
Properties=species:S:1:pos:R:3:forces:R:3
C 1.093415 -3.242684 6.108491 0.401 -0.846 -0.945
O 0.835511 -2.535988 7.277952 0.581 1.399 1.237
C -0.279080 -2.736413 7.963321 -0.136 -0.101 0.551
O -1.151360 -3.496318 7.662613 -0.553 -0.235 -0.103
O -0.238146 -1.974428 9.075167 0.469 0.405 -0.601
C -1.319625 -2.025950 9.999427 0.206 -1.628 0.506
H 1.125692 -4.315366 6.299322 -0.542 -0.058 -0.144
H 2.105992 -3.004156 5.783074 -0.072 0.387 0.189
H 0.409674 -2.955778 5.309571 -0.151 -0.318 0.075
H -1.477688 -3.061195 10.301772 -0.312 -0.326 -0.486
H -2.262393 -1.643665 9.608105 0.302 0.385 0.128
H -0.944957 -1.644387 10.949231 -0.201 0.980 -0.446
C 8.929227 -1.982560 -5.378909 0.052 -0.239 0.509
O 7.905134 -2.310240 -6.367961 0.942 0.622 1.119
C 6.781363 -1.583669 -6.302577 -0.623 1.910 2.213
O 6.414940 -0.834343 -5.354169 1.087 -2.668 -3.317
O 6.160988 -1.805912 -7.467964 -0.811 -0.329 0.742
C 4.744905 -1.568735 -7.495736 -0.610 0.982 0.008
H 9.556835 -2.840375 -5.137361 -0.414 -0.453 -0.630
H 8.506360 -1.698868 -4.415161 -0.325 0.312 -0.346
H 9.630022 -1.226030 -5.731962 -0.469 0.235 -0.265
H 4.280697 -1.494401 -6.512337 0.477 -0.130 0.180
H 4.195933 -2.329851 -8.050202 0.647 -0.223 -0.108
H 4.571083 -0.606273 -7.976936 0.031 -0.023 -0.095
C 4.097915 10.086303 1.251229 0.389 2.233 0.140
O 3.192706 9.040408 1.068091 0.865 -0.390 2.388
C 2.586946 8.740235 -0.030964 1.164 1.581 -4.294
O 2.489144 9.463429 -1.035966 -0.374 -1.420 2.155
O 2.332112 7.456285 0.043692 -1.461 -2.046 -0.631
C 1.725805 6.757413 -1.088443 -0.082 0.169 -0.002
H 3.688662 10.751518 2.011553 -0.280 0.216 -0.260
H 4.347185 10.656382 0.356268 -0.655 -0.109 -0.261
H 5.082003 9.871634 1.667887 -0.187 -1.410 -0.016
H 0.944613 7.346437 -1.568964 0.329 0.210 0.021
H 1.267091 5.820016 -0.773870 0.040 0.306 0.799
H 2.475844 6.421628 -1.804541 0.239 0.641 -0.019
C 0.856997 6.145583 -8.397852 -1.403 1.884 -0.073
O 1.413132 5.032759 -7.815316 1.710 -1.806 0.539
C 1.000030 4.581087 -6.629576 -3.437 1.126 0.714
O 0.109250 5.106870 -5.938343 2.312 -0.763 -1.322
O 1.522702 3.389641 -6.414951 0.386 -0.388 0.247
C 1.210401 2.737078 -5.165213 0.226 -0.018 0.217
H -0.159246 5.935024 -8.731044 -0.102 -0.018 0.025
H 1.417987 6.501320 -9.262040 0.366 -0.581 0.146
H 0.810527 6.977735 -7.695394 -0.084 0.007 0.103
H 0.219851 2.980148 -4.780707 0.120 0.234 -0.269
H 1.977686 3.012463 -4.441660 -0.125 0.118 0.059
H 1.277564 1.658879 -5.310396 0.024 0.176 -0.370
C -0.681621 -1.779632 -9.956345 1.045 0.931 -1.368
O -0.635338 -1.554187 -8.538627 2.140 -0.023 -1.348
C -1.661391 -1.840455 -7.844259 -6.887 -0.137 0.884
O -2.775714 -2.231148 -8.310360 3.584 0.528 1.479
O -1.526455 -1.430143 -6.552075 2.917 0.323 -2.192
C -2.540569 -1.613129 -5.620265 -0.348 -1.011 -0.007
H -0.389352 -2.764290 -10.321226 -0.538 -0.380 0.814
H 0.108094 -1.156006 -10.375317 0.304 0.166 0.479
H -1.537181 -1.396328 -10.512394 -0.615 -0.392 0.878
H -3.304883 -0.859512 -5.809966 -0.446 -0.538 0.199
H -2.112731 -1.505392 -4.623545 0.113 0.291 -0.164
H -2.776491 -2.669937 -5.745182 -1.259 0.201 0.371
C 0.558521 0.472572 1.955858 -1.683 -0.526 -1.008
O 1.062330 -0.673520 1.250336 0.584 -0.489 -1.607
C 0.744408 -1.008479 -0.070393 0.660 -0.429 1.323
O -0.031163 -0.475082 -0.819621 0.749 -0.282 0.666
O 1.494278 -2.135960 -0.298423 0.570 0.884 1.188
C 1.497412 -2.755560 -1.568970 -2.259 0.598 -1.135
H -0.282659 0.074832 2.523578 0.097 0.273 0.451
H 0.107901 1.181349 1.261107 0.309 0.185 -0.082
H 1.287515 0.952386 2.608874 0.260 -0.446 -0.357
H 1.938101 -3.747300 -1.670490 0.543 0.345 1.025
H 1.863644 -2.096189 -2.355871 0.252 0.041 0.158
H 0.435775 -2.909905 -1.761859 -0.102 -0.158 -0.633
C -2.776443 -6.565129 -2.161902 0.954 -1.385 -0.797
O -3.112559 -6.091034 -3.494119 -0.427 0.694 0.101
C -2.725517 -6.781884 -4.575265 0.420 -1.435 -0.700
O -2.085343 -7.822542 -4.549049 -0.750 1.377 -0.137
O -3.194677 -6.165289 -5.705154 -0.119 -0.379 0.873
C -2.971549 -6.732065 -7.044750 0.707 1.008 0.896
H -2.957456 -7.638274 -2.101095 -0.445 0.005 -0.064
H -3.302836 -6.058139 -1.353215 -0.173 0.382 -0.736
H -1.697382 -6.522847 -2.013777 0.034 0.519 -0.011
H -3.447613 -6.030929 -7.730226 -0.441 -0.171 0.299
H -3.339543 -7.750409 -7.169893 0.165 0.139 0.275
H -1.910957 -6.593960 -7.254884 0.092 -0.700 0.017
C -3.882262 -1.408601 4.431691 -0.420 0.341 1.267
O -4.190662 -1.950934 3.187015 1.720 -0.639 -0.684
C -5.200115 -1.532542 2.492259 -3.567 -1.199 -0.050
O -6.103200 -0.806547 2.873274 1.439 0.030 -0.918
O -5.263290 -2.373513 1.415802 1.763 0.489 1.335
C -6.080499 -2.183158 0.318977 -1.478 0.039 -0.478
H -4.227882 -0.376850 4.495990 0.437 0.092 -0.003
H -2.820275 -1.574786 4.612423 -0.060 0.409 -0.219
H -4.405867 -1.957874 5.214146 -0.167 -0.109 -0.010
H -7.117689 -2.437093 0.537701 -0.203 0.173 0.319
H -5.780912 -2.948733 -0.396740 0.301 0.503 -0.279
H -6.072267 -1.154774 -0.042200 0.255 -0.122 -0.267
C 6.652415 -7.356730 -4.326775 0.048 2.891 -0.368
O 5.931778 -8.531754 -4.367281 1.770 -2.279 0.463
C 4.649737 -8.569922 -4.086816 -1.920 2.170 -1.016
O 3.860981 -7.691451 -4.377946 0.349 -0.219 0.337
O 4.333975 -9.691975 -3.520448 0.041 -2.108 0.190
C 2.952554 -10.142211 -3.397131 0.836 0.473 1.220
H 7.736021 -7.347143 -4.444346 0.025 -1.654 -0.094
H 6.539631 -6.827500 -3.380578 -0.528 0.040 0.048
H 6.351969 -6.713756 -5.154062 -0.399 0.294 0.170
H 3.037194 -11.165366 -3.030967 0.076 -0.103 -0.644
H 2.353555 -10.030637 -4.300927 0.251 0.138 0.159
H 2.570378 -9.623214 -2.518097 -0.564 0.382 -0.448
C 2.686077 6.054468 5.069317 0.182 0.454 0.151
O 2.473414 6.429694 6.455160 -0.081 -1.925 -0.657
C 2.885631 7.589262 6.890641 -0.203 1.473 -0.304
O 3.452882 8.434906 6.223763 -0.442 -0.964 1.106
O 2.483146 7.785144 8.162873 0.443 0.063 0.515
C 1.726420 6.841597 8.980350 -0.469 0.448 -0.449
H 2.189024 6.790499 4.437418 -0.247 -0.329 -0.058
H 2.317414 5.032245 4.984231 -0.317 0.337 -0.039
H 3.729804 6.044472 4.755257 0.163 0.189 0.517
H 0.768520 6.606065 8.516619 0.146 -0.089 -0.283
H 1.477739 7.383288 9.892936 0.330 0.126 -0.117
H 2.219255 5.910433 9.259891 0.440 0.198 -0.419
C 2.852772 -7.543436 1.004228 -0.446 0.648 0.709
O 2.127003 -8.672354 1.482802 0.459 -0.089 -0.661
C 1.228353 -8.500675 2.410620 -1.668 2.463 3.038
O 0.860600 -7.456343 2.989211 1.224 -2.034 -1.875
O 0.784096 -9.695801 2.735953 -1.648 -1.629 0.735
C -0.101921 -9.916103 3.891502 1.040 0.372 0.941
H 2.257656 -6.639462 1.133750 -0.395 -0.078 -0.696
H 3.108443 -7.810763 -0.021092 0.270 0.474 0.263
H 3.669595 -7.314490 1.688678 0.545 -0.579 -0.367
H 0.174143 -9.263858 4.720036 0.321 0.257 -0.253
H 0.090773 -10.924509 4.257681 0.196 -0.041 -0.529
H -1.185638 -9.808562 3.845960 0.111 0.257 -1.322
C -3.330256 5.130995 2.754730 -0.063 -0.869 0.657
O -2.408053 6.153602 3.010724 0.235 2.942 0.974
C -2.761631 7.228236 3.828948 -0.827 -0.513 -1.420
O -3.851013 7.442969 4.324817 1.582 -0.645 -0.321
O -1.701186 8.043859 3.814793 -0.119 -0.015 -0.398
C -1.634160 9.104536 4.763376 1.055 -0.567 1.444
H -4.332067 5.410599 2.428698 0.146 0.463 0.117
H -3.366754 4.589111 3.699780 -0.542 -0.590 -0.277
H -2.850866 4.537130 1.976524 -0.181 -0.115 0.142
H -1.302681 8.613118 5.678103 -0.923 -0.010 0.667
H -2.513503 9.733722 4.901121 -0.011 -0.371 -0.302
H -0.715654 9.680345 4.649811 -0.314 0.255 -1.263
C -4.470822 2.895283 -3.165471 0.626 -0.834 1.045
O -5.879425 2.735431 -3.379074 -1.507 0.132 1.150
C -6.719333 2.725849 -2.283115 -0.206 1.960 4.179
O -6.444327 2.904914 -1.026099 -0.478 -1.124 -6.139
O -8.023466 2.665943 -2.723782 0.933 0.313 0.231
C -9.131369 3.011311 -1.827638 -0.013 -0.633 0.778
H -4.168935 3.851439 -2.737983 -0.543 -0.024 0.271
H -3.853902 2.779254 -4.056557 -0.969 -0.027 -0.578
H -4.171833 2.060946 -2.530973 0.248 0.310 0.372
H -9.605178 2.128201 -1.399017 0.587 -0.498 -0.098
H -9.983063 3.465353 -2.334160 0.745 0.314 -0.818
H -8.874401 3.622732 -0.962624 0.609 0.108 -0.394
C -3.035827 4.328189 8.214709 0.076 -0.886 -0.828
O -1.851450 3.702920 8.698586 2.602 -1.549 -0.953
C -1.039733 2.909604 7.821973 -0.255 0.489 -0.835
O -1.324355 2.457528 6.699664 0.735 1.491 3.718
O 0.179689 2.814666 8.478778 -1.762 0.052 -0.125
C 1.304427 2.143177 7.923203 0.249 -0.336 -2.029
H -2.772317 5.021698 7.416137 -0.253 -0.100 -0.154
H -3.527867 4.881222 9.014800 0.383 -0.264 0.174
H -3.665158 3.503824 7.879359 -0.440 0.479 -0.339
H 1.694711 2.678266 7.057489 0.038 0.736 0.160
H 1.112650 1.194722 7.421452 -0.694 -0.377 0.692
H 2.136659 2.011476 8.614681 -0.669 0.271 0.490
```
Positions in Å, forces in eV/Å.